{"formula": "C26H23F4NO2", "method": "ωB97M-V/def2-TZVPD", "energy_ha": -1609.273479, "total_charge": 0, "homo_ev": -9.250, "homo_lumo_gap_ev": 9.28, "e_lumo_ev": 0.03, "max_force_ev_per_a": 1.6, "symbols": ["H", "H", "C", "H", "C", "C", "N", "C", "C", "F", "H", "C", "H", "C", "C", "H", "O", "H", "F", "O", "H", "C", "H", "H", "C", "C", "H", "C", "C", "C", "C", "F", "H", "H", "H", "H", "H", "H", "C", "C", "H", "H", "H", "C", "C", "H", "C", "C", "C", "H", "C", "H", "F", "C", "C", "C"], "coordinates": [[4.596, 0.451, 1.726], [1.545, 1.584, 6.663], [-2.287, 1.701, 6.650], [-1.888, -2.374, 9.587], [-2.964, 1.033, 2.484], [2.546, -0.214, 6.038], [-1.769, -0.701, 7.330], [2.492, 1.155, 6.324], [-2.755, -1.734, 9.397], [4.201, -2.135, 2.121], [5.749, 1.964, 5.679], [-2.901, -1.440, 7.923], [-4.982, 0.353, 2.106], [-0.009, -0.586, 5.494], [-2.397, -1.541, 3.303], [-3.650, -2.270, 9.731], [1.437, -2.267, 6.425], [-0.872, 1.474, 2.760], [-3.233, 2.320, 2.065], [-1.471, -2.438, 5.924], [-0.062, -2.049, 3.984], [3.278, -1.149, 2.361], [-2.354, 0.797, 8.586], [1.748, -2.556, 2.979], [1.488, 0.845, 3.118], [-1.131, -1.301, 6.276], [-2.172, -2.552, 3.631], [3.644, 1.936, 6.181], [-1.407, -0.556, 3.366], [2.030, -1.511, 2.845], [3.788, -0.817, 5.778], [3.078, 2.476, 2.431], [-1.816, 1.593, 5.665], [3.591, 3.007, 6.380], [-2.664, -0.816, 9.985], [-3.789, -0.812, 7.778], [5.867, -0.514, 5.327], [-3.011, -2.368, 7.358], [1.170, -0.502, 3.281], [4.926, -0.035, 5.601], [3.840, -1.902, 5.667], [-3.374, 1.568, 6.541], [-2.110, 2.722, 7.011], [3.642, 0.180, 2.165], [4.853, 1.349, 5.793], [0.836, 1.656, 3.452], [-0.083, -0.955, 4.011], [-3.990, 0.098, 2.463], [-1.727, 0.737, 7.689], [-0.698, 1.005, 7.973], [2.735, 1.152, 2.571], [-0.078, 0.504, 5.624], [-4.625, -2.176, 2.793], [-3.667, -1.197, 2.867], [-1.653, 0.724, 2.864], [1.328, -1.108, 6.051]], "atomic_forces_ev_per_a": [[-0.09, -0.06, 0.18], [0.31, 0.10, -0.24], [-0.17, 0.09, 0.03], [-0.08, 0.14, 0.00], [0.34, 0.39, -0.35], [0.19, -0.01, 0.42], [-0.02, 0.35, -0.11], [0.16, -0.25, -0.39], [0.15, -0.17, 0.19], [-0.76, 0.87, -0.08], [-0.34, -0.17, -0.02], [-0.05, 0.19, -0.44], [0.14, -0.02, 0.10], [-0.31, 0.39, 1.23], [-0.27, 0.09, 0.11], [0.13, 0.11, 0.04], [-0.19, 1.25, -0.49], [-0.48, -0.17, 0.13], [0.19, -1.18, 0.33], [0.82, 1.10, 0.20], [-0.04, 0.14, 0.15], [0.25, -0.29, -0.06], [0.39, 0.19, -0.07], [0.27, 0.28, -0.03], [0.82, 0.17, -0.04], [-1.05, -1.18, -0.41], [-0.20, 0.23, -0.01], [-0.08, -0.06, 0.17], [0.12, 0.04, -0.16], [0.33, 0.17, 0.23], [-0.17, 0.08, -0.35], [-0.24, -1.16, 0.07], [-0.18, 0.03, 0.22], [0.07, -0.32, -0.05], [0.03, -0.15, 0.06], [-0.06, -0.18, -0.12], [-0.23, 0.19, 0.12], [-0.08, 0.29, 0.10], [-0.43, -0.08, -0.25], [-0.15, 0.12, 0.24], [-0.10, 0.36, -0.07], [0.34, -0.01, -0.09], [-0.09, -0.14, -0.17], [-0.03, -0.02, 0.12], [-0.16, -0.08, 0.09], [0.46, -0.33, -0.01], [-0.03, -0.43, -0.86], [0.09, -0.08, 0.06], [0.38, -0.70, -0.06], [-0.28, 0.01, -0.05], [-0.27, 0.41, -0.11], [0.15, -0.31, -0.08], [0.72, 0.91, 0.09], [-0.14, -0.26, -0.28], [-0.76, 0.13, 0.16], [0.70, -1.05, 0.60]]}

{"formula": "C10H9F5I2O4SYYb", "method": "ωB97M-V/def2-TZVPD", "energy_ha": -3375.490561, "total_charge": 4, "multiplicity": 2, "homo_ev": [-21.544, -21.852], "homo_lumo_gap_ev": [5.44, 5.73], "e_lumo_ev": [-16.10, -16.12], "max_force_ev_per_a": 10.7, "symbols": ["C", "C", "F", "F", "O", "H", "C", "O", "Yb", "I", "O", "F", "C", "C", "S", "C", "F", "C", "H", "H", "H", "C", "C", "H", "Y", "I", "H", "H", "H", "O", "H", "F", "C"], "coordinates": [[-2.495, 1.111, 1.328], [1.331, -0.651, 2.729], [1.985, -0.792, 4.932], [2.626, -1.265, 2.541], [-3.632, 0.768, 1.321], [-1.391, 0.913, -3.894], [1.618, 0.661, -3.526], [-2.451, -0.840, 3.266], [-0.189, 1.282, 2.574], [4.483, -0.267, -1.246], [-3.109, 2.810, 4.163], [0.364, -2.077, 4.304], [0.325, 0.184, -2.799], [0.947, -0.872, 4.116], [0.624, 0.231, -0.724], [-1.425, -0.825, 2.657], [1.862, 0.825, 2.863], [-1.012, 0.933, -2.862], [1.137, -1.896, -3.158], [0.001, -1.099, -4.407], [-1.743, 0.352, -2.264], [-1.964, -1.754, 0.133], [0.192, -1.255, -3.306], [1.617, 0.283, -4.619], [0.205, -1.765, 0.880], [2.694, 2.072, -0.757], [-1.073, 1.961, -2.501], [1.794, 1.753, -3.566], [2.495, 0.112, -3.074], [-3.014, -1.555, -0.395], [-0.674, -1.808, -2.906], [0.069, 0.096, 4.612], [-2.200, 2.373, 3.584]], "atomic_forces_ev_per_a": [[-7.83, -1.95, -0.67], [5.33, 1.07, -1.43], [-0.58, -0.15, -0.64], [-3.39, 0.42, -0.09], [7.11, 2.50, -0.31], [0.28, 0.03, 0.11], [0.38, -0.05, -0.32], [7.05, -0.13, -3.56], [-0.65, 3.07, -0.82], [-0.74, 1.56, 0.52], [4.61, -2.22, -3.07], [-0.06, 0.88, -1.00], [0.16, -0.16, -2.16], [1.81, -1.53, 5.62], [-0.52, -1.34, 0.94], [-8.66, -1.60, 4.22], [-0.03, -1.82, -0.35], [-0.32, -0.58, 0.26], [-1.34, 1.12, -0.42], [0.21, -0.49, 1.06], [0.23, 0.24, -0.40], [-9.43, 1.44, -4.88], [0.30, -0.93, 0.40], [-0.37, 0.64, 1.72], [3.22, -0.21, -0.67], [1.81, -1.20, -0.03], [0.55, -0.01, -0.14], [-0.19, -0.67, 0.12], [-0.93, 0.74, -0.59], [7.27, -1.60, 3.72], [0.19, 0.24, -0.09], [-0.34, -0.23, -1.12], [-5.15, 2.91, 4.07]]}